DFT (ωB97M-V/def2-TZVPD) results for a molecular structure, C30H22N3O4PS2Ti.

Last column: Mulliken charge in e.
Element x y z (Å)
Ti (-0.28, 0.08, 0.91)  0.283
O (-2.02, 1.07, 0.46)  -0.854
C (-2.38, 0.11, -0.31)  1.320
O (-1.61, -0.87, -0.44)  -0.604
C (-3.69, 0.18, -1.02)  0.258
C (-4.53, 1.26, -0.79)  -0.523
C (-5.74, 1.30, -1.47)  -0.368
C (-6.04, 0.27, -2.34)  -0.448
C (-5.13, -0.76, -2.50)  -0.194
N (-3.97, -0.81, -1.86)  -0.282
H (-4.23, 2.03, -0.10)  0.418
H (-6.43, 2.12, -1.32)  0.418
H (-6.97, 0.26, -2.90)  0.371
H (-5.34, -1.58, -3.18)  0.407
C (2.63, -2.02, -1.48)  -0.833
C (1.46, -1.68, -0.85)  -0.329
N (1.29, -0.46, -0.25)  0.339
C (2.33, 0.44, -0.33)  -0.210
C (3.55, 0.14, -0.96)  1.052
C (3.70, -1.11, -1.54)  -0.822
C (4.56, 1.17, -0.96)  -0.995
C (4.35, 2.38, -0.40)  -0.899
C (3.09, 2.70, 0.23)  0.677
C (2.78, 3.91, 0.80)  -0.450
C (1.52, 4.10, 1.39)  -0.985
C (0.61, 3.07, 1.38)  -0.152
N (0.87, 1.87, 0.83)  0.121
C (2.10, 1.69, 0.25)  0.401
H (2.71, -3.01, -1.91)  0.466
H (0.64, -2.37, -0.77)  0.614
H (4.62, -1.38, -2.03)  0.432
H (5.51, 0.95, -1.43)  0.424
H (5.12, 3.14, -0.42)  0.400
H (3.51, 4.72, 0.80)  0.432
H (1.25, 5.04, 1.84)  0.384
H (-0.37, 3.18, 1.83)  0.484
O (-0.66, -1.17, 2.15)  -0.343
O (0.11, -0.07, 2.67)  -0.383
S (1.60, -5.70, -1.07)  -0.348
P (1.62, -5.40, 0.90)  0.792
S (-0.33, -5.01, 1.04)  -0.283
C (2.70, -4.05, 1.42)  0.347
C (2.18, -2.92, 2.04)  -0.496
C (3.03, -1.86, 2.36)  -0.280
C (4.38, -1.94, 2.05)  -0.534
C (4.89, -3.08, 1.44)  -0.804
C (4.06, -4.14, 1.12)  -0.467
C (2.17, -6.85, 1.82)  0.539
C (2.01, -8.12, 1.28)  -0.520
C (2.38, -9.23, 2.02)  -0.606
C (2.90, -9.08, 3.29)  -0.399
C (3.06, -7.81, 3.84)  -0.659
C (2.70, -6.70, 3.10)  -0.332
H (1.12, -2.84, 2.25)  0.440
H (2.61, -0.98, 2.83)  0.480
H (5.03, -1.11, 2.28)  0.428
H (5.95, -3.14, 1.20)  0.409
H (4.46, -5.02, 0.64)  0.409
H (1.60, -8.23, 0.29)  0.346
H (2.25, -10.22, 1.60)  0.381
H (3.19, -9.95, 3.87)  0.378
H (3.47, -7.69, 4.83)  0.384
H (2.82, -5.71, 3.52)  0.369

Summary:
- <S²> = 2.029
- largest force on an atom (eV/A) = 0.34
- orbital gap (alpha / beta) (Ha) = 0.1941 / 0.2479
- 2S+1 = 3
- ΔE to the lowest compared entry with this formula, charge and spin (eV) = 1.4589

***

DFT (ωB97M-V/def2-TZVPD) results for a molecular structure, C50H30Br2CsF15Ge3N3S3.

Last column: Mulliken charge in e.
Element x y z (Å)
Cs (-0.58, -0.37, -0.26)  0.661
Br (-3.52, -7.59, 0.49)  -0.243
C (-2.94, -5.80, 0.23)  -0.273
C (-2.21, -5.16, 1.21)  -0.433
C (-1.80, -3.86, 0.94)  -0.176
N (-2.09, -3.22, -0.19)  0.389
C (-2.80, -3.85, -1.12)  0.358
C (-3.25, -5.15, -0.95)  -0.668
C (-3.08, -3.08, -2.37)  0.662
C (-4.14, -3.41, -3.20)  -0.857
C (-4.32, -2.66, -4.34)  0.052
Br (-5.77, -3.07, -5.50)  -0.233
C (-3.47, -1.62, -4.64)  -0.988
C (-2.45, -1.36, -3.74)  -0.043
N (-2.25, -2.06, -2.63)  0.297
H (-1.93, -5.63, 2.14)  0.458
H (-1.21, -3.31, 1.66)  0.199
H (-3.80, -5.67, -1.73)  0.416
H (-4.82, -4.21, -2.95)  0.420
H (-3.59, -1.02, -5.53)  0.469
H (-1.74, -0.56, -3.92)  0.343
S (-1.41, 2.86, 0.34)  0.267
C (-2.56, 2.74, 1.58)  -0.171
C (-2.57, 3.75, 2.59)  -0.657
C (-3.47, 3.76, 3.61)  -0.597
C (-4.45, 2.74, 3.70)  -0.536
C (-4.48, 1.75, 2.77)  -0.389
C (-3.55, 1.68, 1.68)  -0.121
S (-3.65, 0.36, 0.63)  -0.121
H (-1.82, 4.52, 2.51)  0.377
H (-3.44, 4.54, 4.36)  0.333
H (-5.16, 2.74, 4.52)  0.324
H (-5.20, 0.94, 2.83)  0.370
N (1.74, -2.64, -2.04)  0.155
C (1.43, -3.65, -1.55)  -0.311
H (1.84, -1.71, -2.44)  0.180
C (1.13, 1.72, 3.42)  -0.901
Ge (0.44, 0.00, 4.13)  0.313
C (-1.50, 0.31, 4.34)  -0.958
C (1.14, -0.14, 5.98)  -1.361
Ge (0.86, -1.83, 2.54)  0.091
C (0.36, -3.42, 3.69)  -0.622
C (-0.60, -3.37, 4.71)  0.595
C (-1.03, -4.51, 5.38)  -0.820
C (-0.52, -5.76, 5.05)  -0.389
C (0.43, -5.84, 4.04)  -0.821
C (0.85, -4.69, 3.37)  0.085
C (2.87, -2.02, 2.61)  0.151
C (3.47, -2.93, 1.74)  -0.235
C (4.85, -3.10, 1.68)  -0.759
C (5.68, -2.32, 2.48)  -0.349
C (5.11, -1.38, 3.33)  -0.859
C (3.73, -1.24, 3.39)  0.213
H (0.89, 2.53, 4.12)  0.415
H (0.65, 1.96, 2.47)  0.068
H (2.21, 1.70, 3.27)  0.370
H (-1.69, 1.34, 4.64)  0.414
H (-1.93, -0.36, 5.10)  0.450
H (-2.03, 0.13, 3.40)  0.092
H (0.79, 0.71, 6.58)  0.451
H (2.23, -0.16, 6.01)  0.394
H (0.78, -1.06, 6.45)  0.351
H (-1.02, -2.41, 5.00)  -0.007
H (-1.78, -4.42, 6.16)  0.383
H (-0.86, -6.65, 5.57)  0.332
H (0.85, -6.80, 3.76)  0.373
H (1.58, -4.80, 2.57)  0.197
H (2.85, -3.52, 1.06)  0.143
H (5.27, -3.82, 0.99)  0.378
H (6.76, -2.44, 2.43)  0.349
H (5.74, -0.76, 3.95)  0.391
H (3.32, -0.50, 4.07)  -0.082
F (4.08, 1.37, -3.45)  -0.401
C (3.82, 2.14, -2.38)  -0.020
C (2.56, 2.71, -2.23)  -0.224
C (2.39, 3.51, -1.10)  0.475
F (1.21, 4.08, -0.84)  -0.379
C (3.41, 3.73, -0.19)  0.178
F (3.20, 4.50, 0.88)  -0.349
C (4.64, 3.15, -0.39)  0.752
F (5.63, 3.36, 0.48)  -0.333
C (4.85, 2.35, -1.49)  0.186
F (6.05, 1.79, -1.69)  -0.329
Ge (1.14, 2.17, -3.49)  0.459
S (0.80, 0.09, -3.30)  -0.591
C (-0.46, 3.30, -3.21)  0.409
C (-1.73, 2.85, -2.93)  -0.489
F (-2.01, 1.55, -2.86)  0.068
C (-2.80, 3.72, -2.73)  -0.158
F (-4.01, 3.25, -2.46)  -0.356
C (-2.59, 5.08, -2.82)  0.921
F (-3.61, 5.93, -2.63)  -0.346
C (-1.34, 5.57, -3.12)  0.081
F (-1.14, 6.89, -3.22)  -0.337
C (-0.31, 4.68, -3.31)  0.729
F (0.91, 5.19, -3.61)  -0.417
C (1.66, 2.77, -5.32)  -0.353
C (0.80, 2.46, -6.36)  0.345
F (-0.35, 1.83, -6.12)  -0.189
C (1.06, 2.79, -7.68)  -0.219
F (0.20, 2.47, -8.66)  -0.312
C (2.23, 3.46, -7.99)  0.801
F (2.50, 3.78, -9.26)  -0.325
C (3.11, 3.80, -6.98)  -0.002
F (4.23, 4.47, -7.29)  -0.313
C (2.81, 3.46, -5.68)  0.589
F (3.69, 3.86, -4.75)  -0.300

Summary:
- <S²> = 0.775
- largest force on an atom (eV/A) = 0.53
- total charge = -2
- orbital gap (alpha / beta) (Ha) = 0.1853 / 0.1740
- 2S+1 = 2
- ΔE to the lowest compared entry with this formula, charge and spin (eV) = 0.9775

***

DFT (ωB97M-V/def2-TZVPD) results for 2 unconnected molecules or ions with the total composition C6H13N4O.

Last column: Mulliken charge in e.
Element x y z (Å)
C (2.83, -1.23, -0.88)  -0.476
C (2.19, -0.07, -0.37)  0.138
C (-1.63, -2.10, 0.04)  -1.504
C (-0.89, -0.97, -0.67)  -0.351
C (-0.63, 0.20, 0.28)  -0.518
C (0.21, 1.29, -0.31)  0.505
N (4.08, -1.29, -0.49)  -0.499
N (3.17, 0.51, 0.32)  0.129
N (4.31, -0.25, 0.24)  -0.032
N (0.60, 2.31, 0.45)  -0.406
O (0.22, 1.54, -1.60)  -0.495
H (2.42, -2.00, -1.51)  0.457
H (-1.84, -2.91, -0.65)  0.386
H (-2.57, -1.75, 0.45)  0.367
H (-1.03, -2.50, 0.86)  0.364
H (0.06, -1.35, -1.05)  0.189
H (-1.50, -0.64, -1.52)  0.400
H (-1.59, 0.65, 0.55)  0.500
H (-0.17, -0.17, 1.20)  0.400
H (5.19, -0.05, 0.68)  0.229
H (3.14, 1.38, 0.83)  0.289
H (0.90, 3.15, -0.02)  0.284
H (0.37, 2.34, 1.43)  0.245
H (-0.02, 0.76, -2.13)  0.399

Summary:
- largest force on an atom (eV/A) = 0.91
- total charge = +1
- orbital gap (Ha) = 0.3749
- ΔE to the lowest compared entry with this formula, charge and spin (eV) = 2.4930

***

DFT (ωB97M-V/def2-TZVPD) results for a molecular structure, C31H45LiN2OPS4.

Last column: Mulliken charge in e.
Element x y z (Å)
C (1.03, 5.63, -0.76)  -1.489
C (1.03, 4.28, -1.49)  -0.972
C (1.04, 3.04, -0.60)  0.752
C (2.27, 2.77, 0.01)  0.080
C (2.43, 1.63, 0.78)  0.516
C (1.38, 0.74, 0.96)  -0.750
C (0.14, 1.00, 0.37)  -0.254
C (-0.98, 0.03, 0.64)  1.134
C (-1.88, 0.53, 1.78)  -0.559
C (-2.96, -0.53, 2.06)  0.011
S (-4.52, -0.03, 1.28)  -0.273
C (-5.09, -1.62, 0.67)  0.149
S (-5.44, -2.79, 1.75)  -0.158
N (-5.22, -1.84, -0.69)  0.102
C (-4.80, -0.71, -1.56)  -0.787
C (-5.20, -1.01, -3.00)  -0.679
O (-5.09, -2.38, -3.33)  -0.394
C (-4.08, -2.99, -2.56)  -0.523
C (-4.57, -3.10, -1.13)  -0.249
C (-0.05, 2.15, -0.43)  -0.595
C (-1.42, 2.40, -1.04)  1.363
C (-1.43, 2.09, -2.55)  -1.661
C (-1.87, 3.80, -0.67)  0.320
C (-3.37, 3.94, -0.42)  -1.409
N (1.58, -0.43, 1.76)  0.337
C (2.75, -1.17, 1.36)  -0.830
C (2.65, -2.54, 1.12)  0.125
C (1.34, -3.29, 1.21)  -0.541
C (1.15, -3.80, 2.64)  -0.359
C (-0.24, -4.41, 2.99)  -0.813
S (-1.29, -4.88, 1.58)  -0.181
C (3.81, -3.22, 0.77)  -1.366
C (5.03, -2.56, 0.65)  -0.617
C (5.16, -1.18, 0.86)  0.769
P (6.80, -0.37, 0.69)  0.205
C (6.60, 1.13, -0.36)  -1.095
C (7.76, -1.47, -0.45)  -1.102
C (3.98, -0.52, 1.22)  0.983
S (3.97, 1.24, 1.56)  -0.270
H (0.23, 5.74, -0.03)  0.422
H (0.91, 6.42, -1.49)  0.411
H (2.00, 5.80, -0.30)  0.371
H (0.23, 4.24, -2.22)  0.003
H (1.95, 4.24, -2.07)  0.605
H (3.10, 3.44, -0.16)  0.621
H (-1.57, -0.07, -0.27)  -0.514
H (-0.59, -0.93, 0.94)  -0.672
H (-1.26, 0.67, 2.65)  0.443
H (-2.38, 1.45, 1.47)  0.249
H (-3.11, -0.65, 3.13)  0.545
H (-2.65, -1.48, 1.64)  -0.401
H (-5.33, 0.19, -1.28)  0.636
H (-3.72, -0.56, -1.46)  0.255
H (-6.25, -0.75, -3.15)  0.393
H (-4.59, -0.40, -3.67)  0.277
H (-3.92, -3.99, -2.96)  0.407
H (-3.14, -2.45, -2.64)  0.204
H (-3.74, -3.39, -0.48)  0.097
H (-5.29, -3.91, -1.09)  0.394
H (-2.15, 1.72, -0.62)  -0.230
H (-2.44, 1.90, -2.90)  0.404
H (-0.95, 2.87, -3.13)  0.391
H (-0.85, 1.18, -2.71)  0.403
H (-1.27, 4.00, 0.22)  -0.638
H (-1.62, 4.55, -1.42)  0.186
H (-3.68, 3.22, 0.34)  0.280
H (-3.89, 3.67, -1.33)  0.356
H (-3.64, 4.93, -0.09)  0.457
H (1.72, -0.15, 2.73)  0.352
H (0.54, -2.61, 0.94)  -0.462
H (1.32, -4.09, 0.49)  0.670
H (1.94, -4.52, 2.82)  0.482
H (1.32, -2.95, 3.30)  0.221
H (-0.08, -5.27, 3.62)  0.410
H (-0.79, -3.67, 3.54)  0.341
H (-2.05, -3.78, 1.53)  -0.025
H (3.74, -4.28, 0.57)  0.480
H (5.87, -3.16, 0.35)  0.158
H (5.69, 1.11, -0.95)  0.315
H (7.46, 1.28, -1.00)  0.425
H (6.52, 1.98, 0.31)  0.341
H (7.59, -2.52, -0.25)  0.387
H (8.80, -1.25, -0.26)  0.345
H (7.51, -1.23, -1.47)  0.339
Li (0.12, 3.95, 1.09)  0.944

Summary:
- largest force on an atom (eV/A) = 1.98
- total charge = +1
- orbital gap (Ha) = 0.2268

***

DFT (ωB97M-V/def2-TZVPD) results for C3H3NO in the gas phase.

Last column: Mulliken charge in e.
Element x y z (Å)
O (1.23, -0.78, 0.33)  -0.470
C (0.53, 0.35, -0.17)  -0.281
C (-0.85, 0.25, 0.14)  0.578
C (-1.83, -0.72, 0.34)  -0.312
N (-2.08, 0.67, 0.34)  -0.325
H (1.35, -1.50, -0.21)  0.284
H (0.83, 1.18, 0.46)  0.202
H (0.82, 0.54, -1.21)  0.324

Summary:
- largest force on an atom (eV/A) = 3.96
- orbital gap (Ha) = 0.3734
- structure (SMILES) = OCC1=C=N1
- ΔE to the lowest compared entry with this formula, charge and spin (eV) = 4.0242

***

Q: Which value of largest force on an atom does entry 5 give?
A: 3.96 eV/A